{
  "formula": "C32H78FeI3N2O8",
  "method": "ωB97M-V/def2-TZVPD",
  "elements": ["C", "Fe", "H", "C", "H", "C", "H", "H", "O", "H", "H", "O", "H", "C", "H", "H", "C", "N", "C", "H", "I", "H", "H", "H", "H", "H", "H", "C", "C", "H", "H", "C", "H", "H", "C", "C", "H", "H", "H", "H", "H", "H", "C", "C", "O", "H", "H", "H", "H", "H", "C", "C", "C", "H", "H", "C", "H", "H", "H", "C", "O", "I", "H", "H", "C", "H", "O", "H", "H", "H", "H", "O", "I", "H", "H", "C", "H", "H", "H", "H", "C", "H", "H", "H", "C", "H", "H", "H", "N", "C", "H", "C", "H", "H", "C", "H", "H", "C", "H", "H", "C", "H", "C", "O", "C", "H", "O", "C", "H", "H", "H", "H", "H", "H", "H", "H", "H", "C", "H", "H", "H", "H", "H", "C"],
  "positions_angstrom": [[-1.02403, 3.51666, -3.66994], [-2.69303, -0.89458, 1.09906], [2.31950, 0.46004, -0.26940], [0.94900, 3.59809, 3.76006], [6.70193, -3.27697, -0.74849], [0.17898, 4.18789, 2.56723], [-1.58185, 1.65400, -4.74921], [3.16541, -6.13626, -1.39432], [-4.50493, 2.76354, -1.57940], [-4.98919, -3.73209, 4.20771], [2.69167, 3.63711, -1.74834], [3.52820, -1.92667, -2.10126], [1.54423, -1.70120, -0.31354], [4.38389, -4.92847, -0.13672], [-4.81408, 2.71720, 0.76132], [-3.56704, 4.56447, 0.13181], [2.15573, 2.80486, 3.29618], [3.39472, -2.95909, -1.07792], [-4.18479, -3.01260, 4.09740], [2.03127, 0.27769, -3.31699], [-0.74789, -1.39338, 5.23317], [4.56658, 1.11951, 2.94887], [1.28149, 4.43290, 4.40906], [-5.69888, 1.21168, 1.24469], [-3.53488, 0.25270, -4.20047], [-4.11401, 2.33702, -5.33815], [1.88667, 2.46908, 2.29258], [4.42106, 0.11140, 2.56934], [1.90652, -4.65360, -0.36146], [-4.80761, 0.99233, -3.17731], [-4.89295, -2.05270, 2.19494], [3.07281, -5.64931, -0.41835], [4.38215, -4.49212, 0.85303], [2.87601, -1.90283, 1.36696], [3.08479, 1.47113, -1.73010], [2.06942, -3.52615, -1.32941], [-0.97932, -4.46114, 2.66382], [-6.30780, -0.34469, 3.18367], [-0.87031, 5.17561, -2.31967], [0.16375, -2.79357, -0.64325], [-1.42111, -4.21587, 0.99730], [0.01111, 3.39667, -3.94989], [3.07712, -0.55976, 3.01929], [2.00893, 1.22709, -2.76148], [3.17786, 0.47486, -0.74684], [-3.49616, 6.22788, -1.83531], [4.79546, -3.61177, -3.33736], [-3.31587, 3.84440, -4.95478], [-4.40483, 1.81997, 2.28174], [-0.81438, 4.58825, 2.73512], [-5.77546, -0.99329, 3.89811], [-3.12960, 2.26809, -3.45105], [1.10291, -2.39330, -1.04423], [0.03665, 3.44168, 1.79042], [-1.43996, -2.38951, 3.05444], [2.87569, -1.97924, 2.46184], [-3.85106, 1.06472, -0.46543], [5.22855, -5.63824, -0.17577], [-3.33375, -3.51415, 3.64597], [-1.18217, 4.12886, -2.29307], [-1.50855, -2.53646, 2.07181], [-3.91944, -2.37407, -0.72725], [-3.07423, 5.73216, -3.49613], [2.19436, -4.92527, -3.03049], [5.68253, -2.90288, -0.65413], [0.74274, -1.79956, -1.89302], [-3.78800, 1.01190, 0.48263], [-0.05278, 1.98819, 4.10625], [-4.48372, 4.98683, -2.60148], [4.04789, 1.53177, -2.21443], [3.38535, -1.12040, -1.59170], [0.13181, 2.83832, 4.53423], [-0.46263, 0.59125, 0.96294], [-5.22385, 3.16791, -2.06607], [-2.72070, -1.04387, 3.57501], [-4.76906, 1.75096, 1.24416], [5.18102, -0.48443, 3.05844], [-1.15810, 1.39286, -3.07546], [-6.56428, -1.70377, 4.18271], [2.17095, -0.79318, 4.75798], [-1.66066, 2.10024, -3.75570], [1.71112, 2.65400, -0.65457], [0.91054, -5.12248, -0.55561], [-5.40931, -0.41599, 4.77104], [2.71405, 2.79879, -1.06004], [2.04473, 2.06385, -3.45223], [2.14578, -3.14123, -3.39970], [3.35759, 3.07709, -0.21432], [-3.16236, 2.83016, -2.08263], [-3.43526, 5.36401, -2.50400], [0.14654, -3.65369, 1.58819], [-2.58957, 4.40205, -0.33277], [3.00363, 3.46942, 3.25442], [4.57491, 0.21833, 1.48382], [-2.65530, 4.20808, -1.82508], [6.05547, -4.56125, -2.61420], [-0.50935, 3.57358, -1.61344], [-0.91981, -3.75218, 1.83718], [2.22796, 0.03880, 2.65732], [-2.13093, 3.48944, 0.09823], [-3.90728, 3.04248, -4.51309], [-3.93464, -2.64387, 5.06823], [-3.74597, 0.87208, -3.32286], [3.07515, -0.54930, 4.44393], [-4.64875, -1.81357, 3.24682], [1.04000, 1.30704, -2.24384], [-3.52082, -0.88971, 3.03328], [4.99636, -4.31703, -2.55406], [2.94579, -6.41236, 0.34408], [5.42232, -2.51736, 0.32641], [-4.83883, 3.54831, -4.19361], [1.89051, -4.28410, 0.64304], [3.67377, -2.64706, 2.79564], [-3.29554, 0.28730, -2.53644], [0.80794, 4.95941, 2.10121], [1.86569, -2.33795, 2.62143], [0.67649, -4.02041, -2.92035], [1.78180, -3.96579, -2.81777], [5.71444, -2.01517, -1.31896], [2.54578, 1.98436, 3.89508], [-1.93591, 5.23311, -0.07624], [4.42074, -5.23178, -2.78236], [-1.47524, 4.16030, -4.43631], [4.62201, -3.80305, -1.18131]],
  "e_tot_ha": -4134.38153,
  "homo_ha": [-0.1965, -0.1967],
  "total_charge": -1,
  "lumo_energy_ha": [0.072, 0.072],
  "gap_ev": [7.29, 7.30],
  "multiplicity": 5,
  "fmax_ha_per_bohr": 0.0520,
  "s_squared": 6.01,
  "mol_weight_g_mol": 1055.54
}